Record 1
{
  "formula": "C17H55Cl2N4O12",
  "method": "wB97M-V/def2-TZVPD",
  "species": ["C", "C", "Cl", "C", "Cl", "C", "N", "C", "N", "N", "N", "H", "H", "H", "H", "H", "H", "H", "C", "O", "H", "H", "H", "H", "C", "O", "H", "H", "H", "H", "C", "O", "H", "H", "H", "H", "C", "O", "H", "H", "H", "H", "C", "O", "H", "H", "H", "H", "C", "O", "H", "H", "H", "H", "C", "O", "H", "H", "H", "H", "C", "O", "H", "H", "H", "H", "C", "O", "H", "H", "H", "H", "C", "O", "H", "H", "H", "H", "C", "O", "H", "H", "H", "H", "C", "O", "H", "H", "H", "H"],
  "positions_angstrom": [[0.37117, -0.14442, 1.90486], [0.38326, 0.96620, 0.74485], [1.99741, 1.47915, 0.11670], [-0.81498, 1.52089, 0.25538], [-0.87519, 2.79874, -1.04199], [-2.14307, 0.99769, 0.90499], [-2.60092, -0.23100, 0.32782], [-3.79160, -0.44830, 1.13599], [-4.55513, -1.51627, 0.89566], [-3.93881, 0.60046, 2.09993], [-2.94085, 1.50926, 1.95747], [0.29808, 0.42593, 2.89242], [-0.48322, -0.88542, 1.78400], [1.33644, -0.73651, 1.81839], [-5.01982, -2.10795, 1.59037], [-4.75545, -1.72717, -0.09337], [-4.67845, 0.67395, 2.80414], [-2.72569, 2.38774, 2.44838], [-1.90612, -4.16394, 1.49916], [-2.09011, -3.67133, 0.17956], [-1.88597, -5.25338, 1.46770], [-0.95859, -3.79788, 1.90346], [-2.73446, -3.83522, 2.13203], [-2.10411, -2.70807, 0.23615], [-5.17712, -6.32712, 2.06977], [-4.87358, -5.11676, 1.38759], [-6.04970, -6.16458, 2.70176], [-5.39824, -7.11412, 1.34520], [-4.32949, -6.62282, 2.69359], [-4.10020, -5.28685, 0.83625], [2.07057, 4.66159, 2.80497], [2.58199, 3.41127, 3.25070], [1.89895, 5.29925, 3.67178], [2.79391, 5.14202, 2.14196], [1.12479, 4.50900, 2.27595], [2.72520, 2.86670, 2.46762], [5.61955, -0.61890, -0.36823], [4.61954, -0.62911, 0.64883], [6.53537, -1.04635, 0.03609], [5.28712, -1.21758, -1.21853], [5.81079, 0.40804, -0.68756], [3.82157, -0.24458, 0.26076], [3.83162, -1.53414, 3.41863], [2.43613, -1.56061, 3.71265], [3.97096, -1.28678, 2.36185], [4.32250, -0.77551, 4.03365], [4.26730, -2.51624, 3.61846], [2.34544, -1.78094, 4.64705], [4.24266, 4.41019, -2.09709], [3.60618, 3.21768, -2.53641], [4.74137, 4.87462, -2.94709], [3.49710, 5.10136, -1.69480], [4.98398, 4.17331, -1.32941], [3.17326, 2.82608, -1.76965], [-0.58047, 2.22790, 5.04767], [-0.75034, 2.61292, 3.68654], [-1.56210, 2.05798, 5.49013], [0.00381, 1.30612, 5.10083], [-0.07096, 3.02309, 5.59506], [0.13256, 2.75732, 3.31930], [-5.33275, 2.34688, -1.71199], [-5.42063, 1.31191, -0.73691], [-5.86787, 2.03165, -2.60692], [-5.78753, 3.26040, -1.32269], [-4.28507, 2.52978, -1.96308], [-4.94165, 1.61527, 0.04232], [7.13957, -0.82806, -3.75697], [7.68653, -0.84265, -2.44663], [6.28538, -1.50537, -3.78994], [6.80938, 0.18287, -4.00549], [7.89307, -1.16119, -4.47358], [8.43772, -0.23655, -2.44663], [9.31577, 2.47369, -5.30784], [9.25043, 1.28040, -4.53767], [8.32968, 2.93736, -5.32026], [10.03380, 3.16470, -4.85937], [9.61631, 2.23712, -6.33128], [10.13255, 0.89009, -4.54203], [-7.91497, -1.11324, -1.20479], [-7.36938, -1.12964, 0.11138], [-8.77954, -1.77552, -1.23519], [-8.22799, -0.09737, -1.45941], [-7.16655, -1.46290, -1.91899], [-6.60938, -0.53585, 0.10954], [-5.77129, -2.21728, -5.05593], [-5.95809, -2.19573, -3.64562], [-6.56116, -2.81829, -5.50489], [-5.82275, -1.19982, -5.45141], [-4.80119, -2.66005, -5.29376], [-5.24823, -1.65922, -3.27386]],
  "lowdin_charge": [-0.06, -0.58, 0.72, -0.57, 0.61, -0.21, 0.20, -0.29, 0.20, 0.12, 0.12, 0.08, 0.08, 0.07, 0.14, 0.15, 0.19, 0.18, -0.16, -0.13, 0.09, 0.08, 0.06, 0.03, -0.14, -0.15, 0.08, 0.08, 0.08, 0.05, -0.15, -0.13, 0.09, 0.08, 0.07, 0.03, -0.14, -0.18, 0.08, 0.08, 0.08, 0.00, -0.13, -0.16, 0.04, 0.08, 0.08, 0.08, -0.15, -0.14, 0.08, 0.07, 0.08, -0.01, -0.12, -0.17, 0.08, 0.08, 0.09, 0.04, -0.12, -0.14, 0.09, 0.09, 0.07, 0.04, -0.16, -0.14, 0.08, 0.07, 0.07, 0.07, -0.14, -0.14, 0.08, 0.08, 0.08, 0.08, -0.13, -0.15, 0.09, 0.08, 0.05, 0.01, -0.14, -0.15, 0.08, 0.08, 0.08, 0.07],
  "charge": 1,
  "orbital_gap_ha": 0.280,
  "total_energy_ev": -74082.1228
}

Record 2
{
  "formula": "C17H56N6O11",
  "method": "wB97M-V/def2-TZVPD",
  "species": ["N", "C", "N", "O", "H", "H", "H", "H", "N", "C", "N", "O", "H", "H", "H", "H", "N", "C", "N", "O", "H", "H", "H", "H", "C", "C", "C", "O", "H", "H", "H", "H", "H", "H", "H", "H", "C", "C", "C", "O", "H", "H", "H", "H", "H", "H", "H", "H", "C", "C", "C", "O", "H", "H", "H", "H", "H", "H", "H", "H", "C", "O", "H", "H", "H", "H", "C", "O", "H", "H", "H", "H", "C", "O", "H", "H", "H", "H", "C", "O", "H", "H", "H", "H", "C", "O", "H", "H", "H", "H"],
  "positions_angstrom": [[3.26351, 0.86728, -0.83557], [4.34329, 0.18044, -0.77195], [4.89084, -0.07457, -1.94691], [4.84666, -0.25117, 0.53459], [2.72848, 1.06973, -0.01388], [2.93510, 1.10392, -1.80178], [5.54194, -0.87192, -1.96506], [4.66548, 0.41624, -2.80341], [1.04404, 1.43564, 3.76861], [0.89711, 0.29505, 4.42645], [1.49693, 0.36298, 5.54237], [0.30363, -0.81789, 3.92383], [0.83070, 1.51029, 2.75997], [1.33345, 2.28896, 4.16032], [1.28431, -0.46118, 6.09375], [1.88647, 1.11456, 6.10693], [-1.30199, -4.55662, 0.95836], [-0.67186, -3.41771, 1.28612], [-0.88096, -2.90674, 2.45747], [0.12784, -2.81255, 0.31850], [-1.10983, -4.92686, 0.00240], [-1.84450, -5.20385, 1.55925], [-0.45967, -2.08754, 2.93884], [-1.83162, -3.08917, 2.83605], [-4.25223, -2.70596, 0.45884], [-4.10825, -1.98663, -0.85784], [-2.92493, -1.04297, -0.83163], [-4.05792, -2.63358, -1.88924], [-3.87881, -1.96927, 1.24064], [-3.60923, -3.68472, 0.56447], [-5.37401, -2.91384, 0.57252], [-4.97432, -1.40996, -0.93782], [-1.95636, -1.54872, -0.73500], [-2.84750, -0.60698, 0.16584], [-2.91611, -0.26237, -1.68421], [-3.62177, -3.50786, -1.73836], [-1.71624, 2.16661, 2.15851], [-2.96151, 2.23187, 1.28548], [-3.39245, 3.66919, 1.00729], [-2.84072, 1.84253, 0.11041], [-0.79609, 2.76654, 1.82794], [-1.38365, 1.11260, 2.34461], [-1.98313, 2.47405, 3.18815], [-3.69422, 1.66251, 1.68902], [-4.36010, 3.62182, 0.50639], [-2.68179, 4.20282, 0.43269], [-3.65209, 4.20988, 1.96385], [-2.26650, 2.38294, -0.39162], [-0.65784, -1.84306, -4.86735], [-1.18894, -0.89039, -3.88174], [-0.09189, -0.36792, -2.88394], [-1.61862, 0.16416, -4.35835], [0.09047, -1.28013, -5.42429], [-1.27651, -2.32877, -5.65576], [0.03117, -2.57918, -4.53717], [-1.99175, -1.47222, -3.35698], [-0.18030, 0.59710, -2.37318], [0.82823, -0.19547, -3.41898], [0.13610, -1.05155, -2.08060], [-2.53242, 0.32603, -3.95693], [0.34470, 0.26761, 0.44798], [0.93702, 1.38703, 0.98837], [1.12081, -0.33184, -0.07272], [-0.48943, 0.51679, -0.22802], [0.06570, -0.34717, 1.21951], [0.57870, 2.15863, 0.51336], [0.57545, 3.35096, -1.77905], [-0.36892, 3.56997, -0.72608], [-0.07231, 3.51187, -2.65179], [1.01497, 2.38783, -1.65366], [1.32025, 4.13447, -1.80993], [-0.65519, 4.53619, -0.76340], [2.75094, 4.15370, 0.73011], [1.62121, 4.41833, 1.63109], [2.78610, 3.14337, 0.35115], [3.75846, 4.17093, 1.13703], [2.64427, 4.83458, -0.07428], [1.29889, 5.37119, 1.47540], [2.76630, -1.97397, 2.14344], [2.79362, -2.47865, 0.80915], [3.71945, -1.86539, 2.61514], [2.42054, -2.76427, 2.73483], [2.09950, -1.10681, 2.24906], [1.90746, -2.22543, 0.49976], [2.43817, -2.89639, -2.18037], [2.76259, -1.60840, -2.68858], [3.31759, -3.48740, -1.82025], [1.94472, -3.45313, -2.94548], [1.76501, -2.63145, -1.37079], [3.21625, -1.05954, -1.97189]],
  "lowdin_charge": [0.17, -0.57, 0.14, -0.16, 0.07, 0.14, 0.15, 0.13, 0.19, -0.61, 0.17, -0.12, 0.07, 0.10, 0.13, 0.14, 0.12, -0.56, 0.19, -0.13, 0.13, 0.13, 0.07, 0.13, -0.04, -0.71, -0.05, 0.04, 0.09, 0.09, 0.10, 0.12, 0.07, 0.06, 0.11, 0.15, -0.03, -0.61, -0.04, 0.00, 0.09, 0.08, 0.09, 0.12, 0.09, 0.05, 0.10, 0.07, -0.04, -0.66, -0.03, 0.01, 0.08, 0.10, 0.06, 0.13, 0.05, 0.06, 0.05, 0.16, -0.16, -0.17, 0.08, 0.09, 0.03, 0.04, -0.11, -0.17, 0.10, 0.05, 0.07, 0.13, -0.12, -0.15, 0.04, 0.08, 0.06, 0.12, -0.15, -0.15, 0.07, 0.05, 0.06, -0.01, -0.14, -0.19, 0.10, 0.06, 0.04, 0.04],
  "relative_energy_kj_mol": 972.5,
  "charge": 0,
  "orbital_gap_ha": 0.299,
  "total_energy_ev": -49991.4002
}